No. 1
A structure of composition C4H17N2OSr. Source: OMol25; level of theory: ωB97M-V/def2-TZVPD.

Output
Net charge: -1
Lowest unoccupied orbital energy: 2.4 eV
Largest force on an atom: 0.036 Eh/bohr
HOMO: -0.057 Eh
HOMO-LUMO gap: 3.9220 eV
Energy: -377.991700 Eh

Geometry as XYZ:
```
25
Properties=species:S:1:pos:R:3:forces:R:3:nbo_charge:R:1
C 2.162 1.777 -0.888 -0.212 0.225 -0.312 -1.4221
Sr 0.193 0.172 -0.876 1.368 0.072 0.104 1.6586
N -1.177 -2.032 -1.049 -1.053 -0.933 -0.474 -1.1031
N 0.502 0.191 -3.525 0.123 -0.282 -1.076 -1.1022
H -2.139 -1.808 -0.799 0.018 0.133 0.057 0.3636
H 2.228 -1.201 -0.650 -0.338 -0.608 -0.122 -0.8220
H 2.675 1.700 0.085 0.005 0.225 -0.459 0.1873
H 1.455 2.627 -0.943 0.545 0.302 0.021 0.1483
H 2.814 1.671 -1.775 -0.028 0.270 0.463 0.1631
H -0.344 0.414 -4.043 0.069 0.034 -0.131 0.3499
H 0.885 -0.663 -3.958 -0.196 0.482 0.508 0.3765
H 1.177 0.930 -3.738 -0.149 -0.175 0.365 0.3933
H -1.256 -2.549 -1.929 0.204 0.191 0.198 0.3622
H -0.896 -2.729 -0.370 0.369 0.013 0.161 0.3825
C -2.000 0.061 2.559 -0.099 -0.238 0.118 -0.6158
C -0.722 0.684 2.019 -0.508 1.390 -1.105 0.0927
C 0.497 -0.252 2.073 -0.285 -0.131 0.439 -0.6710
O -1.016 1.224 0.753 -0.043 -0.702 0.554 -1.0467
H -2.302 -0.806 1.950 0.167 0.073 0.091 0.1708
H -2.809 0.795 2.481 0.176 -0.065 0.065 0.2066
H -1.893 -0.254 3.597 -0.092 -0.151 0.219 0.1747
H -0.484 1.560 2.648 0.126 -0.213 0.470 0.1235
H 0.356 -1.203 1.538 0.022 0.192 -0.052 0.1873
H 1.423 0.217 1.725 -0.218 -0.008 -0.210 0.2437
H 0.671 -0.526 3.116 0.030 -0.096 0.107 0.1982
```
Forces are in eV/Å.

No. 2
A cluster of 4 separate species, C4H17NO3 in total. Source: OMol25; level of theory: ωB97M-V/def2-TZVPD.

Output
Net charge: 0
Lowest unoccupied orbital energy: 0.8 eV
Largest force on an atom: 0.050 Eh/bohr
HOMO: -0.341 Eh
Energy relative to the best compared isomer or geometry (same formula, charge and spin): 21.8 kcal/mol
HOMO-LUMO gap: 10.0281 eV
Energy: -443.042443 Eh

Geometry as XYZ:
```
25
Properties=species:S:1:pos:R:3:forces:R:3:nbo_charge:R:1
C -2.213 0.995 1.474 1.753 -1.527 1.068 -0.6277
C -1.622 0.302 0.201 -0.155 1.905 1.099 -0.2234
N -0.668 1.265 -0.363 -0.785 2.182 -1.106 -0.6791
C -0.270 0.963 -1.784 0.220 -0.505 1.449 -0.2258
C 1.243 0.701 -1.693 -0.271 0.247 -1.976 -0.6321
H -3.216 0.734 1.703 -0.944 -0.390 -0.045 0.2119
H -2.132 2.059 1.543 -0.019 0.860 -0.769 0.2032
H -1.613 0.700 2.365 -0.352 -0.098 -0.492 0.2150
H -0.969 -0.550 0.474 -1.209 -0.190 -0.321 0.2116
H -2.466 0.113 -0.480 0.495 -0.555 0.029 0.1785
H -1.032 2.277 -0.302 0.556 -2.313 -0.085 0.3679
H -0.842 0.084 -2.130 0.390 0.179 0.143 0.1981
H -0.541 1.779 -2.474 0.362 -0.121 0.372 0.1898
H 1.576 0.435 -2.702 0.343 0.616 -0.180 0.2082
H 1.714 1.644 -1.336 0.056 -0.944 -0.171 0.2025
H 1.545 -0.213 -1.184 -0.407 0.325 0.778 0.2308
H -0.234 -3.814 -0.322 -0.168 -0.121 -0.179 0.4588
H 0.641 -2.733 0.269 0.209 -0.109 -0.749 0.4932
O 0.128 -2.952 -0.538 -0.234 0.044 0.445 -0.9741
H 0.771 0.562 0.724 0.002 0.568 0.051 0.5147
H 1.974 1.041 1.596 0.012 0.211 -0.041 0.4832
O 1.414 0.289 1.411 -0.188 -0.219 0.272 -0.9980
H 2.992 -2.024 0.993 -0.387 -0.769 -0.217 0.4751
H 1.758 -1.381 1.416 -0.271 -0.303 -0.016 0.5021
O 2.062 -2.277 1.139 0.992 1.028 0.641 -0.9845
```
Forces are in eV/Å.

No. 3
A cluster of 4 separate species, C4H17NO3 in total. Source: OMol25; level of theory: ωB97M-V/def2-TZVPD.

Output
Net charge: 0
Lowest unoccupied orbital energy: 0.4 eV
Largest force on an atom: 0.141 Eh/bohr
HOMO: -0.335 Eh
Energy relative to the best compared isomer or geometry (same formula, charge and spin): 71.8 kcal/mol
HOMO-LUMO gap: 9.5757 eV
Energy: -442.962834 Eh

Geometry as XYZ:
```
25
Properties=species:S:1:pos:R:3:forces:R:3:nbo_charge:R:1
C -0.103 -1.614 2.400 -0.669 -3.253 2.602 -0.6099
C 0.091 -0.193 2.136 -0.627 2.245 1.990 -0.4654
C -1.156 0.689 2.160 -4.885 -3.066 -4.422 -0.4072
C -1.394 1.081 0.607 0.749 3.781 0.446 -0.2079
N -1.553 -0.012 -0.362 1.122 -1.778 1.805 -0.8556
H -0.298 -1.818 3.551 0.567 0.184 -2.281 0.2088
H 0.728 -2.243 2.028 0.127 0.449 0.697 0.2118
H -0.940 -2.135 1.903 -0.223 0.794 0.010 0.2033
H 0.492 0.358 2.992 1.929 -0.866 -0.254 0.2309
H 0.634 -0.139 1.213 0.473 0.976 -0.311 0.2099
H -2.136 -0.059 2.178 2.172 1.391 0.513 0.1873
H -1.483 1.435 2.922 1.305 -0.252 -0.754 0.2383
H -0.593 1.907 0.258 -1.095 -1.984 0.746 0.1535
H -2.300 1.701 0.581 -0.093 -0.270 -0.013 0.1787
H -1.179 0.229 -1.277 0.094 -0.145 0.456 0.3683
H -1.048 -0.881 0.027 -0.946 1.788 -1.234 0.3554
H 4.420 1.004 -3.138 -2.147 0.330 1.185 0.4600
H 5.203 0.620 -4.264 0.657 -0.034 -0.135 0.4654
O 5.316 0.940 -3.361 1.436 -0.277 -1.003 -0.9258
H 3.179 3.634 -2.191 1.878 -1.112 1.997 0.4853
H 4.508 2.872 -1.405 -1.957 1.142 -0.670 0.4931
O 3.605 3.313 -1.319 0.129 -0.052 -1.375 -0.9779
H -4.581 -4.233 -0.923 1.594 0.124 -0.378 0.4710
H -5.765 -3.367 -1.363 -0.514 2.685 -1.946 0.4682
O -5.496 -4.075 -0.868 -1.078 -2.802 2.330 -0.9394
```
Forces are in eV/Å.

No. 4
A cluster of 5 separate species, C4H17NO4 in total. Source: OMol25; level of theory: ωB97M-V/def2-TZVPD.

Output
Net charge: 0
Lowest unoccupied orbital energy: 0.5 eV
Largest force on an atom: 0.116 Eh/bohr
HOMO: -0.334 Eh
Energy relative to the best compared isomer or geometry (same formula, charge and spin): 63.1 kcal/mol
HOMO-LUMO gap: 9.5849 eV
Energy: -518.204136 Eh

Geometry as XYZ:
```
26
Properties=species:S:1:pos:R:3:forces:R:3:nbo_charge:R:1
C 1.670 1.190 -2.407 3.643 -0.892 0.787 -0.6343
C 0.929 0.103 -1.710 0.961 -0.785 -0.027 -0.2397
C 1.306 -0.773 -0.786 0.332 -0.314 2.653 -0.0202
N 0.362 -1.869 -0.397 1.843 1.067 -2.098 -0.6582
C 0.382 -2.820 -1.543 1.043 1.641 -2.746 -0.4087
H 1.766 1.105 -3.508 -0.376 -0.129 0.662 0.2259
H 1.313 2.133 -2.137 -1.030 1.627 0.090 0.2144
H 2.778 1.265 -1.995 -2.003 -0.441 -0.836 0.2094
H -0.016 -0.170 -2.094 -1.162 0.133 -0.635 0.1932
H 2.233 -0.774 -0.087 -1.333 0.369 -1.725 0.1940
H 0.725 -2.310 0.427 0.235 -0.384 0.199 0.3590
H 0.224 -3.773 -1.209 -1.040 -2.467 0.975 0.1941
H -0.456 -2.489 -2.250 1.426 -0.748 0.725 0.1976
H 1.436 -3.027 -2.222 -2.577 1.355 1.986 0.1716
H -2.165 1.377 -1.331 1.814 1.063 0.033 0.4796
H -2.137 -0.249 -0.974 0.187 1.755 -0.324 0.4965
O -2.617 0.577 -1.225 -1.921 -2.889 0.363 -0.9744
H -1.048 0.710 1.998 -0.629 0.714 0.466 0.4748
H -0.611 1.506 3.218 -0.856 -0.253 -0.171 0.4843
O -1.424 1.293 2.700 1.321 -0.263 -0.252 -0.9329
H -0.466 2.525 1.672 0.687 0.621 -0.822 0.4803
H 0.223 3.274 0.525 -1.184 3.074 -4.284 0.4592
O 0.384 2.778 1.235 0.510 -3.404 4.851 -0.9615
H -0.993 -0.658 3.199 -0.497 0.256 0.033 0.4804
H 0.096 -1.040 2.181 0.191 0.247 -1.034 0.4592
O -0.237 -1.213 3.044 0.414 -0.953 1.132 -0.9435
```
Forces are in eV/Å.